This record from the Open Molecules 2025 dataset describes a molecular structure, C37H39N4O6PRuSe2. The level of theory is ωB97M-V/def2-TZVPD.

The calculation puts the energy at -199803.3836 eV. The LUMO energy (alpha / beta) is -3.59 / -3.71 eV. The value obtained for the relative energy (zero: lowest compared OMol25 entry of this formula, charge and spin) is 135.06 kJ/mol. The value obtained for the HOMO energy (alpha / beta) is -10.2817 / -10.3676 eV. The calculation puts the HOMO-LUMO gap (alpha / beta) at 6.7 / 6.7 eV.

```
! wB97M-V def2-TZVPD RIJCOSX def2/J DEFGRID3
* xyz 1 2
Ru 0.1221 -0.2058 0.6710
O -0.2895 -2.1032 -0.1700
C -0.1245 -2.5761 -1.3029
C 0.1677 -1.8382 -2.4771
C 0.0232 -2.4642 -3.7252
C 0.1918 -1.7343 -4.8623
C 0.4950 -0.3641 -4.8084
C 0.6814 0.2472 -3.5978
C 0.5708 -0.4827 -2.3874
O 0.8820 0.0896 -1.2720
N 0.0599 -2.3951 -6.1690
O 0.1640 -1.6984 -7.1578
O -0.1417 -3.5928 -6.1754
H -0.2443 -3.6610 -1.4159
H -0.2287 -3.5149 -3.7987
H 0.5867 0.1871 -5.7340
H 0.9317 1.2978 -3.5273
Se -2.0020 2.9054 3.0554
P -2.4703 2.4425 1.0192
Se -0.7548 1.9021 -0.2957
C -3.7190 1.1196 0.9933
C -3.4640 -0.1901 0.6133
C -4.4578 -1.1582 0.7131
C -5.7134 -0.8141 1.1857
C -5.9733 0.4956 1.5761
C -4.9823 1.4566 1.4888
C -3.2648 3.8221 0.1667
C -3.1407 5.1169 0.6549
C -3.7978 6.1582 0.0119
C -4.5767 5.9025 -1.1069
C -4.6755 4.6118 -1.6129
C -4.0127 3.5708 -0.9845
H -2.4957 -0.4766 0.2270
H -4.2466 -2.1786 0.4186
H -6.4907 -1.5640 1.2558
H -6.9487 0.7661 1.9585
H -5.1742 2.4675 1.8279
H -2.5526 5.3030 1.5447
H -3.7162 7.1655 0.3985
H -5.1159 6.7113 -1.5839
H -5.2834 4.4162 -2.4864
H -4.0838 2.5639 -1.3786
C -1.8825 -2.0793 3.8343
C -0.7528 -1.0698 3.9935
C 0.5790 -1.7927 4.1638
C -1.0225 -0.1132 5.1475
N -0.7347 -0.3046 2.7095
N 0.2584 0.6634 2.5297
H -2.0085 -2.6469 4.7550
H -1.6587 -2.7736 3.0218
H -2.8286 -1.5803 3.6050
H 0.4824 -2.5552 4.9364
H 1.3815 -1.1190 4.4757
H 0.8725 -2.2740 3.2306
H -1.1396 -0.6790 6.0725
H -1.9355 0.4603 4.9778
H -0.1957 0.5875 5.2902
H -1.6340 0.1661 2.5859
H 1.1486 0.3254 2.8980
H 0.0350 1.5948 2.9010
C 1.4869 4.9586 1.3246
O 1.9427 3.6497 0.9781
C 2.4208 2.8558 1.9614
C 2.3008 3.1026 3.3216
C 2.8601 2.2089 4.2309
C 3.5694 1.0999 3.7911
C 3.6826 0.8494 2.4295
C 3.0721 1.6949 1.5238
N 3.1362 1.5425 0.1138
C 3.4407 0.5473 -0.6758
C 3.5160 -0.8578 -0.4691
C 4.2720 -1.5888 -1.4212
C 4.3735 -2.9497 -1.3567
C 3.6844 -3.6330 -0.3364
C 2.9047 -2.9542 0.5692
C 2.7701 -1.5545 0.5111
O 1.9636 -0.9231 1.3283
H 0.6665 4.9090 2.0415
H 2.3068 5.5539 1.7287
H 1.1233 5.3980 0.4020
H 1.7871 3.9844 3.6757
H 2.7529 2.4007 5.2910
H 4.0451 0.4367 4.5005
H 4.2772 0.0191 2.0753
H 2.9298 2.4192 -0.3552
H 3.6842 0.8776 -1.6811
H 4.7985 -1.0403 -2.1948
H 4.9780 -3.4929 -2.0688
H 3.7571 -4.7120 -0.2766
H 2.3577 -3.4738 1.3460
*
```


This record from the Open Molecules 2025 dataset describes 7 unconnected molecules or ions with the total composition C37H39NO2. The level of theory is ωB97M-V/def2-TZVPD.

The calculation puts the energy at -44581.6766 eV. The LUMO energy is 0.24 eV. The value obtained for the relative energy (zero: lowest compared OMol25 entry of this formula, charge and spin) is 15.63 kJ/mol. The value obtained for the HOMO energy is -9.2090 eV. The SMILES is C[N+](=O)[O-].c1ccccc1.c1ccccc1.c1ccccc1.c1ccccc1.c1ccccc1.c1ccccc1. The calculation puts the HOMO-LUMO gap at 9.4 eV.

```
! wB97M-V def2-TZVPD RIJCOSX def2/J DEFGRID3
* xyz 0 1
C -0.3509 2.2348 -0.3310
N -1.4431 1.2435 -0.4708
O -2.1619 1.2043 -1.4844
O -1.6167 0.5121 0.4303
H -0.3989 2.7278 0.6399
H -0.3046 2.9472 -1.1547
H 0.5333 1.6004 -0.3932
C 8.2047 2.4391 -0.2173
C 7.3184 3.0114 0.6788
C 6.0960 2.3525 0.9994
C 5.7556 1.1370 0.3765
C 6.6853 0.5645 -0.4458
C 7.8959 1.2027 -0.7424
H 9.0745 2.9370 -0.6197
H 7.5321 3.9346 1.1968
H 5.4211 2.8203 1.7009
H 4.8268 0.6351 0.6037
H 6.3475 -0.3768 -0.8535
H 8.6306 0.8434 -1.4477
C 1.7155 2.4503 -6.3604
C 0.4337 2.7362 -5.9830
C -0.3173 1.8076 -5.3281
C 0.1839 0.5546 -5.1120
C 1.4645 0.2538 -5.4870
C 2.2141 1.1738 -6.1026
H 2.3201 3.1758 -6.8845
H -0.0314 3.6884 -6.1914
H -1.3457 1.9981 -5.0584
H -0.4160 -0.1414 -4.5445
H 1.7341 -0.7854 -5.3697
H 3.2591 1.0426 -6.3416
C -8.4760 -4.3450 -2.0596
C -8.2428 -3.1223 -1.3975
C -6.9637 -2.5080 -1.4580
C -5.9431 -3.0775 -2.1582
C -6.1598 -4.3229 -2.7998
C -7.3812 -4.8894 -2.7524
H -9.4506 -4.7892 -1.9214
H -8.9714 -2.6457 -0.7584
H -6.7530 -1.5835 -0.9411
H -4.9852 -2.5798 -2.1911
H -5.3812 -4.8391 -3.3418
H -7.5294 -5.8304 -3.2613
C 3.4402 8.2464 6.0619
C 2.6126 7.1996 6.4466
C 1.7997 6.5447 5.5072
C 1.8214 6.9754 4.1945
C 2.6487 8.0439 3.8387
C 3.5882 8.6173 4.7286
H 4.0208 8.7325 6.8320
H 2.7437 6.7471 7.4184
H 1.1538 5.8049 5.9564
H 1.1200 6.5229 3.5092
H 2.6621 8.4646 2.8441
H 4.2103 9.4524 4.4420
C 3.1226 -4.2197 -1.0871
C 2.4301 -3.9464 0.0701
C 1.0412 -3.8125 0.0042
C 0.4229 -3.7350 -1.2300
C 1.1140 -3.9267 -2.3884
C 2.4786 -4.2596 -2.2993
H 4.1647 -4.5025 -1.0702
H 3.0241 -4.0224 0.9688
H 0.3975 -3.6705 0.8597
H -0.6370 -3.5347 -1.1747
H 0.6451 -3.8813 -3.3602
H 3.0789 -4.5395 -3.1523
C -4.1070 -2.9682 4.1875
C -4.3230 -3.4127 2.8908
C -4.9021 -4.6158 2.6722
C -5.2776 -5.4660 3.7100
C -4.9720 -5.0264 4.9934
C -4.4825 -3.7458 5.2599
H -3.4739 -2.1046 4.3277
H -4.1507 -2.8066 2.0137
H -5.1416 -5.0032 1.6929
H -5.7166 -6.4389 3.5454
H -5.1786 -5.6722 5.8341
H -4.4010 -3.4335 6.2906
*
```


This record from the Open Molecules 2025 dataset describes a molecular structure, C37H40As2N2O2Pt. The level of theory is ωB97M-V/def2-TZVPD.

The calculation puts the energy at -171007.9672 eV. The LUMO energy (alpha / beta) is -2.55 / -3.96 eV. The value obtained for the relative energy (zero: lowest compared OMol25 entry of this formula, charge and spin) is 56.15 kJ/mol. The value obtained for the HOMO energy (alpha / beta) is -9.6607 / -10.6159 eV. The calculation puts the HOMO-LUMO gap (alpha / beta) at 7.1 / 6.7 eV.

```
! wB97M-V def2-TZVPD RIJCOSX def2/J DEFGRID3
* xyz 1 4
Pt -0.3358 0.6804 0.2895
C -2.0635 2.8691 2.3892
C -1.1720 2.3076 3.4319
As -0.0987 0.7880 2.7642
C 1.6794 1.5630 2.6046
C 2.1036 2.6379 3.3859
C 3.3658 3.1829 3.2057
C 4.2131 2.6740 2.2264
C 3.8007 1.6057 1.4421
C 2.5421 1.0404 1.6392
C 0.0626 -0.2703 4.3608
C -0.1012 -1.6500 4.3107
C 0.0130 -2.4059 5.4727
C 0.2899 -1.7802 6.6778
C 0.4564 -0.4007 6.7285
C 0.3424 0.3591 5.5722
As -0.0456 2.5805 -1.1541
C 1.6750 2.4602 -2.0180
C 2.3531 1.2420 -2.0189
C 3.5855 1.1312 -2.6536
C 4.1352 2.2283 -3.3041
C 3.4563 3.4427 -3.3140
C 2.2318 3.5604 -2.6695
C 0.0997 4.2794 -0.2677
C 1.2768 4.6019 0.4036
C 1.3780 5.8173 1.0652
C 0.3159 6.7150 1.0442
C -0.8562 6.3952 0.3701
C -0.9685 5.1737 -0.2850
H -2.1091 3.9368 2.2174
H -2.7916 2.2395 1.8946
H -1.7313 1.8911 4.2754
H -0.4916 3.0568 3.8276
H 1.4544 3.0656 4.1383
H 3.6878 4.0122 3.8264
H 5.1952 3.1094 2.0807
H 4.4596 1.2032 0.6811
H 2.2526 0.1791 1.0475
H -0.2989 -2.1444 3.3669
H -0.1095 -3.4811 5.4359
H 0.3792 -2.3679 7.5828
H 0.6769 0.0831 7.6716
H 0.4761 1.4323 5.6245
H 1.9308 0.3862 -1.5043
H 4.1192 0.1887 -2.6364
H 5.0963 2.1415 -3.7968
H 3.8837 4.3006 -3.8189
H 1.7165 4.5124 -2.6670
H 2.1066 3.9052 0.4169
H 2.2905 6.0656 1.5935
H 0.4040 7.6674 1.5529
H -1.6812 7.0957 0.3527
H -1.8875 4.9226 -0.8002
O 0.2308 -1.4658 -1.0035
C -0.0226 -1.6090 -2.2056
C 0.5646 -2.7592 -2.9863
C 1.6052 -2.3162 -4.0306
C 1.0120 -1.7614 -5.3241
C 0.1592 -0.5069 -5.1577
C -1.0812 -0.7255 -4.3008
N -0.8155 -0.7376 -2.8579
H -0.2369 -3.3222 -3.4806
H 1.0226 -3.4086 -2.2461
H 2.2214 -3.1824 -4.2727
H 2.2775 -1.5781 -3.5785
H 0.4017 -2.5444 -5.7922
H 1.8245 -1.5510 -6.0228
H -0.1603 -0.1557 -6.1409
H 0.7508 0.2979 -4.7089
H -1.5764 -1.6565 -4.5919
H -1.7989 0.0755 -4.4628
H -1.1941 0.0077 -2.2864
O -2.3853 0.0013 -0.1822
N -2.6020 -1.3228 -0.1803
C -3.1836 -1.8674 -1.2582
C -3.4497 -3.2194 -1.2940
C -3.1065 -4.0138 -0.2127
C -2.5077 -3.4205 0.8851
C -2.2624 -2.0654 0.8821
H -3.4170 -1.1666 -2.0434
H -3.9263 -3.6311 -2.1726
H -3.3096 -5.0767 -0.2219
H -2.2247 -3.9959 1.7551
H -1.7923 -1.5191 1.6824
*
```


This record from the Open Molecules 2025 dataset describes a molecular structure, C37H40BClCsF9N8O5S2. The level of theory is ωB97M-V/def2-TZVPD.

The calculation puts the energy at -121052.1868 eV. The LUMO energy is 3.49 eV. The value obtained for the relative energy (zero: lowest compared OMol25 entry of this formula, charge and spin) is 101.53 kJ/mol. The value obtained for the HOMO energy is -3.3616 eV. The calculation puts the HOMO-LUMO gap at 6.9 eV.

```
! wB97M-V def2-TZVPD RIJCOSX def2/J DEFGRID3
* xyz -2 1
Cs -1.2169 0.0963 -0.1873
C 1.4939 3.9055 -1.0781
C 0.6990 3.7654 -2.3347
C 0.6931 4.6131 -3.4588
C -0.2239 4.0473 -4.3209
C -0.6206 4.5029 -5.6890
N -0.7168 2.9435 -3.7179
N -0.1480 2.7626 -2.5034
B -1.7505 1.9467 -4.2899
N -1.1275 0.5489 -4.5017
N -0.5277 -0.1476 -3.5065
C -0.0983 -1.2775 -4.0392
C 0.6288 -2.2912 -3.2136
C -0.4195 -1.3306 -5.4109
C -1.0786 -0.1449 -5.6607
C -1.6750 0.3339 -6.9455
N -3.0197 1.8756 -3.4063
N -3.0878 1.0898 -2.3139
C -4.2921 1.2540 -1.7924
C -4.7030 0.4968 -0.5709
C -5.0320 2.1782 -2.5555
C -4.1782 2.5507 -3.5740
C -4.4032 3.5436 -4.6673
H 2.3808 4.5195 -1.2488
H 1.8089 2.9293 -0.7133
H 0.9003 4.3772 -0.2910
H 1.2767 5.5056 -3.6242
H -0.0843 5.4231 -5.9252
H -1.6914 4.6986 -5.7607
H -0.3770 3.7577 -6.4487
H -2.0856 2.3629 -5.3680
H 0.2767 -2.2749 -2.1821
H 1.7056 -2.1005 -3.2128
H 0.4642 -3.2947 -3.6091
H -0.2208 -2.1242 -6.1142
H -1.5229 -0.4274 -7.7119
H -1.2179 1.2647 -7.2865
H -2.7466 0.5166 -6.8472
H -3.8366 0.0090 -0.1298
H -5.4355 -0.2765 -0.8153
H -5.1299 1.1547 0.1871
H -6.0326 2.5406 -2.3804
H -5.4219 3.9265 -4.5990
H -4.2609 3.1014 -5.6548
H -3.7138 4.3862 -4.5834
S 2.9386 0.4322 0.0241
C 2.5009 0.0907 1.5804
N 2.4262 -1.1308 2.1157
C 2.3351 -1.2665 3.5628
C 3.1873 -0.1821 4.1900
N 2.6754 1.1126 3.7616
C 2.4777 2.1425 4.7735
C 1.4374 1.7649 5.8009
C 0.0890 1.7743 5.4554
C -0.8720 1.3938 6.3805
C -0.4936 1.0005 7.6575
C 0.8495 0.9923 8.0110
C 1.8101 1.3736 7.0838
C 2.1087 1.1991 2.5372
S 1.0437 2.3218 2.0201
C 2.4848 -2.3515 1.3304
C 3.7883 -3.0851 1.5304
C 3.8006 -4.4149 1.9330
C 5.0028 -5.0846 2.1258
C 6.2055 -4.4256 1.9233
C 6.2003 -3.0946 1.5222
C 5.0010 -2.4292 1.3249
H 2.7205 -2.2501 3.8334
H 1.2984 -1.1849 3.9057
H 4.2344 -0.3166 3.8960
H 3.1153 -0.2366 5.2760
H 2.1778 3.0423 4.2385
H 3.4402 2.3211 5.2633
H -0.2305 2.0802 4.4674
H -1.9105 1.4157 6.0769
H -1.2433 0.7014 8.3801
H 1.1493 0.6900 9.0074
H 2.8598 1.3746 7.3616
H 2.3362 -2.0830 0.2847
H 1.6501 -2.9711 1.6376
H 2.8607 -4.9319 2.0854
H 4.9967 -6.1225 2.4350
H 7.1435 -4.9463 2.0727
H 7.1361 -2.5757 1.3538
H 4.9876 -1.3961 0.9969
O -4.1587 2.8219 2.2018
Cl -2.7290 2.7799 2.3818
O -2.4111 2.9768 3.7855
O -2.2318 1.4749 1.9703
O -2.0919 3.8001 1.5941
F -2.0734 -5.3589 2.0129
C -1.2916 -4.3260 1.6257
F -0.0258 -4.7126 1.9156
F -1.5759 -3.3008 2.4349
C -1.4245 -3.9150 0.1060
O -1.0160 -2.6969 -0.1413
C -2.9464 -4.1002 -0.2605
F -3.2296 -3.5174 -1.4241
F -3.3509 -5.3902 -0.3559
F -3.7321 -3.5226 0.6710
C -0.6149 -4.9954 -0.7158
F -1.0121 -5.0304 -1.9982
F 0.6925 -4.7060 -0.7185
F -0.7273 -6.2633 -0.2447
*
```


This record from the Open Molecules 2025 dataset describes a molecular structure, C37H40BClCsF9N8O5S2. The level of theory is ωB97M-V/def2-TZVPD.

The calculation puts the energy at -121053.2091 eV. The LUMO energy is 3.65 eV. The value obtained for the relative energy (zero: lowest compared OMol25 entry of this formula, charge and spin) is 2.90 kJ/mol. The value obtained for the HOMO energy is -3.6483 eV. The calculation puts the HOMO-LUMO gap at 7.3 eV.

```
! wB97M-V def2-TZVPD RIJCOSX def2/J DEFGRID3
* xyz -2 1
Cs -1.1976 0.3530 0.5513
C -5.0825 1.0721 0.9673
C -4.4503 1.6114 2.2108
C -4.9033 1.5290 3.5406
C -3.8979 2.1218 4.2886
C -3.7550 2.2811 5.7658
N -2.9423 2.5280 3.4308
N -3.2697 2.2060 2.1656
B -1.5464 3.0849 3.8000
N -0.9001 3.7619 2.5795
N 0.0364 3.1508 1.8153
C 0.3394 3.9992 0.8442
C 1.3654 3.6441 -0.1838
C -0.4181 5.1798 0.9661
C -1.1996 4.9793 2.0848
C -2.2475 5.8498 2.6959
N -0.6737 1.8999 4.2713
N -0.8902 0.6530 3.7751
C 0.0677 -0.1165 4.2629
C 0.1326 -1.5661 3.9004
C 0.9360 0.6349 5.0822
C 0.4261 1.9181 5.0464
C 0.9321 3.1795 5.6643
H -6.1666 1.0130 1.0773
H -4.7224 0.0648 0.7472
H -4.8543 1.7102 0.1125
H -5.8116 1.0756 3.9050
H -4.6187 1.8453 6.2682
H -3.6736 3.3319 6.0533
H -2.8543 1.7741 6.1184
H -1.6537 3.9001 4.6980
H 1.7094 2.6218 -0.0276
H 2.2314 4.3085 -0.1196
H 0.9621 3.7121 -1.1945
H -0.4171 6.0399 0.3151
H -2.3880 6.7426 2.0862
H -1.9724 6.1570 3.7077
H -3.1994 5.3187 2.7610
H -0.7619 -1.8538 3.3469
H 0.1960 -2.1952 4.7912
H 1.0048 -1.7800 3.2793
H 1.8195 0.2972 5.6010
H 1.8502 2.9812 6.2175
H 0.1971 3.6106 6.3474
H 1.1440 3.9262 4.8962
S 4.9998 -0.3662 -0.3051
C 3.8364 -0.9318 -1.3384
N 3.6155 -0.4442 -2.5640
C 2.8468 -1.1886 -3.5549
C 3.0261 -2.6581 -3.2739
N 2.5853 -2.9271 -1.9125
C 1.6777 -4.0559 -1.7168
C 0.4239 -3.9101 -2.5441
C -0.0336 -4.9642 -3.3255
C -1.1930 -4.8308 -4.0768
C -1.8968 -3.6355 -4.0536
C -1.4421 -2.5782 -3.2784
C -0.2878 -2.7149 -2.5254
C 2.9196 -2.0783 -0.9254
S 2.3514 -2.1707 0.6201
C 4.0444 0.8848 -2.9711
C 5.1385 0.8438 -4.0086
C 5.0549 1.6346 -5.1483
C 6.0634 1.6084 -6.1036
C 7.1633 0.7818 -5.9300
C 7.2500 -0.0165 -4.7954
C 6.2454 0.0137 -3.8406
H 3.2582 -0.9450 -4.5368
H 1.7944 -0.9029 -3.5307
H 4.0757 -2.9481 -3.4023
H 2.4113 -3.2485 -3.9508
H 1.4412 -4.0899 -0.6547
H 2.2014 -4.9776 -1.9904
H 0.5208 -5.8974 -3.3420
H -1.5471 -5.6609 -4.6765
H -2.8075 -3.5295 -4.6299
H -1.9809 -1.6410 -3.2549
H 0.0678 -1.8823 -1.9295
H 4.3843 1.4061 -2.0775
H 3.1656 1.4053 -3.3596
H 4.1851 2.2667 -5.2874
H 5.9835 2.2268 -6.9894
H 7.9481 0.7554 -6.6763
H 8.1073 -0.6635 -4.6528
H 6.3121 -0.5948 -2.9457
O -0.1854 0.4107 -3.9994
Cl 0.1831 1.3414 -2.9581
O 1.0677 2.3475 -3.5004
O -0.9914 1.9609 -2.4043
O 0.8821 0.6136 -1.9089
F -4.4458 -4.4090 2.4837
C -3.4257 -3.5786 2.1446
F -2.3077 -4.1182 2.6693
F -3.6400 -2.4258 2.7815
C -3.2587 -3.3400 0.5942
O -2.5140 -2.2965 0.3482
C -4.7046 -3.1894 -0.0121
F -4.6577 -2.6627 -1.2407
F -5.3984 -4.3505 -0.1150
F -5.4611 -2.3624 0.7362
C -2.6387 -4.6557 -0.0139
F -2.8426 -4.7198 -1.3421
F -1.3169 -4.6894 0.1821
F -3.1368 -5.8079 0.5022
*
```


- The lowest energy belongs to which entry?
  C37H39N4O6PRuSe2


- Among the records above, which one has the lowest energy?
  C37H39N4O6PRuSe2


- Which formula does entry 2 have?
  C37H39NO2